No. 1
The following is a quantum chemistry calculation of 2 unconnected molecules or ions with the total composition C4H8OS at a distorted geometry, from the Open Molecules 2025 dataset.

As for the lowest unoccupied orbital energy: 0.83 eV. The HOMO-LUMO gap is 0.3505 hartree. As for the structure (SMILES): C#COC.CS. The energy above the lowest of the compared OMol25 structures with the same formula, charge and spin is 4.133 eV.

Structure (XYZ):
```
14
Properties=species:S:1:pos:R:3:forces:R:3
S -1.303 0.181 -0.399 -1.138 0.236 -0.831
O 2.614 -0.409 -0.609 -0.924 -0.600 1.123
C 2.605 1.010 -0.502 -0.493 3.623 0.631
C 0.804 -1.477 0.780 -1.357 -1.739 2.334
C -2.895 -0.351 0.374 0.160 2.181 -0.174
C 1.726 -1.053 0.177 2.641 2.355 -2.287
H 3.394 1.483 -1.193 -1.124 -1.268 1.078
H -1.938 0.697 -1.479 0.384 -0.021 0.164
H 2.717 1.506 0.551 0.512 -1.739 -1.381
H -3.267 -1.255 -0.059 0.084 -0.811 0.212
H 1.617 1.534 -0.739 0.908 -1.376 -0.391
H -3.656 0.447 0.111 0.896 -0.866 0.834
H 0.203 -1.966 1.542 0.295 0.410 -0.812
H -2.621 -0.347 1.445 -0.843 -0.386 -0.501
```
Forces are in eV/Å.



No. 2
The following is a quantum chemistry calculation of a molecular structure, C32H46BrN3P2STi at a distorted geometry, from the Open Molecules 2025 dataset.

As for the lowest unoccupied orbital energy (spin up / spin down): -6.01 / -9.45 eV. The HOMO-LUMO gap (spin up / spin down) is 0.2171 / 0.1001 hartree. The spin multiplicity is 3. The energy above the lowest of the compared OMol25 structures with the same formula, charge and spin is 0.000 eV. The charge is +2.

Structure (XYZ):
```
86
Properties=species:S:1:pos:R:3:forces:R:3
Br -1.495 -1.716 1.139 -0.409 -0.721 -0.845
Ti 0.000 0.000 0.000 1.206 -2.562 1.375
S 2.117 -0.788 4.071 -0.459 0.858 2.271
P -1.719 1.565 0.178 -1.099 2.339 0.640
P -3.908 -3.807 -3.291 2.867 3.369 1.593
N 7.347 7.678 -4.511 -0.630 -0.509 0.431
N 1.123 -0.315 1.756 -1.083 1.852 2.399
N 0.073 0.911 3.622 1.526 -1.509 -0.404
C 5.659 5.840 -3.121 0.969 1.043 -1.050
C 2.892 3.272 -2.175 -0.586 -0.666 0.630
C 4.843 4.865 -2.402 -1.363 -0.995 0.283
C -4.283 -4.550 -0.540 -0.090 -0.427 0.336
C 3.267 2.648 -0.959 -0.194 -0.024 -0.092
C 1.641 2.911 -2.729 0.064 -0.045 -0.015
C -4.114 -2.093 -4.033 -0.576 -0.288 -1.118
C 3.951 -3.355 1.625 -0.471 0.625 0.268
C -5.541 -1.773 -4.498 -0.503 0.161 -0.031
C -1.740 -4.842 -4.839 0.127 -0.279 -0.507
C -2.883 1.682 -1.268 -0.373 -0.373 0.149
C -3.093 2.402 2.625 -0.111 0.183 -0.058
C -2.763 1.238 1.682 0.083 -0.108 0.115
C 3.659 -2.688 2.823 0.153 -0.435 -0.828
C 0.180 3.428 1.426 0.199 -0.551 0.159
C 7.828 6.544 -3.977 -0.190 0.071 -0.019
C 2.362 -1.939 0.423 0.793 -0.803 0.481
C -2.064 -3.990 -3.605 0.130 -1.080 -0.168
C 3.723 4.251 -2.872 1.078 1.048 -0.213
C -0.918 3.233 0.374 -1.216 0.708 -0.472
C 7.045 5.612 -3.287 -0.384 0.161 0.170
C 2.073 -1.283 1.622 0.856 -1.182 -1.199
C 1.002 0.010 3.082 -1.609 1.515 -1.094
C 2.716 -1.666 2.789 0.835 -1.133 -1.148
C 0.806 1.976 -2.105 0.761 0.122 0.061
C 3.304 -2.984 0.430 -0.495 0.667 0.467
C 6.028 7.901 -4.356 0.334 -0.081 -0.045
C 5.158 7.038 -3.686 0.073 -0.575 0.153
C 1.182 1.351 -0.895 0.701 0.688 -0.863
C -3.849 -3.395 -1.455 -0.892 -0.388 0.347
C 2.434 1.714 -0.340 0.124 0.285 -0.424
C -2.831 2.925 -2.165 0.035 0.290 -0.229
H 4.097 7.298 -3.606 0.401 -0.126 0.033
H 5.641 8.832 -4.795 0.201 -0.432 0.211
H 4.663 -4.169 1.625 -0.012 0.061 -0.016
H 1.850 -1.672 -0.493 0.082 0.018 -0.302
H 5.195 4.627 -1.390 -0.082 -0.024 -0.355
H -3.423 -2.058 -4.897 -0.337 -0.165 0.354
H -6.179 -1.453 -3.655 0.249 -0.200 -0.339
H -0.732 -5.287 -4.759 -0.481 0.295 -0.063
H -3.548 3.260 2.105 0.180 -0.289 0.225
H -3.681 0.752 1.300 0.447 0.087 0.246
H 4.130 -2.980 3.753 0.011 0.014 -0.057
H 8.905 6.366 -4.106 -0.515 0.091 0.048
H -3.445 -5.245 -0.360 -0.388 0.290 -0.062
H -2.727 0.755 -1.849 0.002 0.365 0.116
H -1.812 3.331 -2.271 -0.449 -0.179 -0.064
H -2.193 0.464 2.226 -0.614 0.283 -0.175
H -0.538 1.439 3.017 0.244 -0.120 0.251
H -1.776 -4.236 -5.760 0.005 -0.316 0.371
H -3.889 1.576 -0.825 0.347 0.026 -0.188
H -3.759 -1.333 -3.309 -0.043 -0.735 0.025
H -1.764 3.913 0.581 0.329 -0.051 -0.081
H -6.017 -2.654 -4.964 0.191 0.488 0.101
H -5.108 -5.135 -0.982 0.268 0.304 0.278
H 3.381 4.496 -3.886 0.187 0.004 0.362
H 0.056 1.102 4.634 0.072 -0.237 -1.054
H -2.458 -5.674 -4.959 0.433 0.308 0.065
H -1.572 -4.401 -2.701 -0.569 0.050 -0.376
H -0.217 3.793 2.386 0.056 -0.093 -0.389
H -3.478 3.729 -1.774 0.351 -0.346 -0.107
H -1.672 -2.964 -3.742 -0.495 -0.266 0.184
H 3.525 -3.515 -0.486 0.008 0.033 0.000
H -3.198 2.670 -3.175 0.149 0.143 0.460
H -0.154 1.726 -2.572 0.229 0.137 0.000
H -2.797 -3.132 -1.235 -0.293 -0.064 -0.434
H -4.630 -4.170 0.438 0.267 -0.166 -0.495
H -5.539 -0.954 -5.239 0.033 -0.401 0.373
H 2.763 1.254 0.600 -0.021 0.243 -0.371
H -2.188 2.753 3.149 -0.379 0.036 -0.191
H 4.226 2.900 -0.492 -0.376 -0.136 -0.225
H 1.324 3.378 -3.670 0.156 -0.180 0.370
H 7.504 4.705 -2.877 -0.150 0.388 -0.184
H 0.685 2.464 1.617 0.100 0.557 -0.056
H -3.806 2.060 3.397 0.333 0.134 -0.365
H -4.449 -2.484 -1.262 0.073 -0.553 -0.388
H 0.950 4.139 1.080 -0.407 -0.354 0.108
H -0.577 3.491 -0.645 0.026 -0.172 0.649
```
Forces are in eV/Å.



No. 3
The following is a quantum chemistry calculation of C7H8 in the gas phase at a distorted geometry, from the Open Molecules 2025 dataset.

As for the lowest unoccupied orbital energy: 0.46 eV. The HOMO-LUMO gap is 0.3770 hartree. As for the structure (SMILES): C#CC(C)(C)C#C. The energy above the lowest of the compared OMol25 structures with the same formula, charge and spin is 5.450 eV.

Structure (XYZ):
```
15
Properties=species:S:1:pos:R:3:forces:R:3
C -0.098 -2.689 0.115 0.124 0.299 -0.026
C 0.064 -1.499 0.132 0.221 -0.708 -0.204
C 1.566 0.471 -0.237 0.287 -0.078 -0.149
C -0.851 0.529 -0.860 0.054 -0.040 -0.031
C 0.190 -0.044 0.153 0.323 -0.284 -0.250
C -1.035 1.103 1.769 -0.091 0.173 0.573
C -0.067 0.400 1.583 -1.293 0.638 -0.974
H 1.572 1.563 -0.129 0.045 -0.262 -0.053
H -0.599 0.156 -1.858 -0.027 0.022 0.098
H -0.823 1.625 -0.894 0.155 -0.226 0.146
H 2.316 0.043 0.428 0.087 0.061 -0.153
H -0.212 -3.747 0.106 -0.024 0.042 0.003
H -1.879 0.220 -0.640 0.306 -0.068 0.114
H 1.774 0.208 -1.274 0.174 0.016 0.030
H -1.920 1.659 1.607 -0.343 0.416 0.878
```
Forces are in eV/Å.



No. 4
The following is a quantum chemistry calculation of a molecular structure, C18H45N3NaO6 at a distorted geometry, from the Open Molecules 2025 dataset.

As for the lowest unoccupied orbital energy: -2.29 eV. The HOMO-LUMO gap is 0.3339 hartree. The energy above the lowest of the compared OMol25 structures with the same formula, charge and spin is 2.416 eV. The charge is +1.

Structure (XYZ):
```
73
Properties=species:S:1:pos:R:3:forces:R:3
Na -0.139 0.621 1.021 -0.295 -0.539 -0.221
O -2.482 0.068 1.598 -0.006 -0.256 0.139
O -3.214 -2.766 -2.925 -0.132 0.468 0.576
O 1.919 -1.025 0.444 0.618 0.339 -0.219
O -0.781 2.336 -0.382 -0.031 0.986 0.339
O 3.657 2.919 -2.023 -0.055 0.286 0.464
O 0.359 -3.462 4.370 0.196 -0.149 -0.802
N 1.140 4.795 -2.558 -0.727 -1.306 -0.240
N 0.181 -1.515 2.493 -0.919 -0.321 0.647
N -1.316 -0.735 -1.112 -1.911 -0.393 1.669
C 3.519 4.099 -2.805 0.320 -0.153 -1.241
C -0.265 -2.310 4.884 1.085 0.209 0.900
C -2.120 -0.637 -2.325 1.662 -0.043 -1.103
C -1.839 3.250 -0.062 0.294 -0.018 -0.795
C 4.985 2.503 -2.029 1.716 -1.054 -0.531
C 2.136 4.172 -3.453 0.082 0.154 1.099
C 2.907 -0.867 -0.577 -0.845 0.879 -0.215
C -0.583 -1.327 3.761 0.104 0.566 -1.072
C -2.052 -1.618 -0.170 1.690 -0.202 0.728
C -3.035 -0.883 0.708 -1.315 -0.335 -1.156
C 1.617 -1.346 2.752 -0.796 0.532 1.327
C -3.538 0.736 2.279 -0.054 0.761 -0.641
C 2.463 -1.680 1.584 -0.383 -1.093 -0.433
C -2.144 -1.885 -3.227 -0.320 -0.221 0.137
C 0.370 -4.615 5.182 -0.827 0.132 0.491
C 0.809 4.008 -1.352 0.227 1.497 0.975
C -3.170 -4.004 -3.597 -0.144 -0.666 0.498
C -0.050 2.765 -1.531 1.059 -1.069 0.018
H 2.397 -2.765 1.403 0.126 0.078 0.028
H 0.241 4.757 -3.045 0.323 0.659 -0.326
H 3.874 4.975 -2.260 -0.574 0.183 0.282
H -1.654 -1.355 3.560 0.099 -0.066 -0.377
H 0.648 1.933 -1.673 -0.165 -0.044 -0.436
H 2.177 4.764 -4.364 0.105 0.140 0.039
H -4.017 -4.131 -4.275 0.227 0.331 -0.337
H 1.715 -0.289 3.048 0.262 -0.007 -0.245
H -3.140 -0.336 -2.102 0.048 0.184 0.165
H 1.711 3.784 -0.778 0.088 -0.240 -0.308
H 3.690 -0.204 -0.212 0.400 -0.285 0.025
H -2.439 3.359 -0.973 -0.366 -0.066 0.287
H 1.889 3.145 -3.745 -0.050 -0.076 -0.037
H -0.353 -0.283 4.000 -0.176 -0.140 0.769
H -1.311 -2.112 0.469 -0.055 0.114 0.007
H -3.707 -1.596 1.203 0.486 -0.172 0.526
H -0.693 2.824 -2.417 -0.218 0.132 0.119
H 0.465 -1.851 5.569 -0.288 0.061 0.201
H -2.409 2.837 0.764 -0.070 0.002 -0.052
H -0.661 -4.976 5.233 0.098 -0.430 0.050
H -3.764 -0.405 0.032 0.240 0.498 0.051
H 0.316 4.749 -0.709 -0.291 -0.309 -0.049
H 2.411 -0.307 -1.374 0.052 -0.179 -0.125
H 0.692 -4.453 6.217 0.147 0.404 -0.068
H 1.037 -5.356 4.755 -0.080 0.025 -0.292
H -2.270 -1.580 -4.270 0.375 0.088 -0.074
H -1.201 -2.423 -3.069 0.139 0.090 -0.338
H 1.901 -1.900 3.650 0.392 -0.221 -0.264
H -0.339 -0.980 -1.138 -0.069 -0.343 -0.890
H -1.461 4.247 0.172 -0.001 -0.140 0.283
H 5.195 1.621 -1.421 -0.823 -0.099 0.184
H 3.519 -1.461 1.762 -0.072 0.350 -0.102
H -3.300 -4.802 -2.857 0.144 0.085 0.043
H 3.271 -1.810 -0.981 0.123 -0.095 0.229
H 5.294 2.211 -3.045 -0.140 0.085 -0.007
H -2.206 -4.171 -4.081 -0.130 0.053 -0.256
H -3.154 1.655 2.719 0.194 -0.170 0.203
H 5.782 3.182 -1.693 -0.682 0.713 0.080
H -2.537 -2.439 -0.703 -0.368 0.187 0.069
H -1.616 0.127 -2.925 -0.458 0.217 -0.143
H -1.164 -2.542 5.462 -0.039 -0.090 -0.076
H -0.064 -2.470 2.235 0.680 0.003 -0.311
H -4.264 1.049 1.521 -0.212 -0.020 0.176
H 4.218 4.034 -3.649 0.069 -0.183 -0.023
H -4.053 0.147 3.038 0.217 -0.299 -0.015
```
Forces are in eV/Å.